Entry 1:
The following is a DFT calculation (ωB97M-V/def2-TZVPD) of a molecular structure, C37H41F4GeNO3TeV.

Calculated values
- ΔE to the lowest compared entry with this formula, charge and spin (kcal per mole) = 0.0
- highest occupied orbital energy (alpha / beta) (eV) = -7.61 / -7.61
- multiplicity = 2
- expectation value of S² = 0.797
- Kohn-Sham gap (alpha / beta) (Eh) = 0.2439 / 0.2645

Last column: Löwdin charge in e.
Element x y z (Å)
V: 1.948 -1.303 2.057  1.021
C: 3.458 -3.410 -2.711  -0.203
Ge: 4.202 -1.616 -2.880  0.826
C: 2.931 -0.442 -3.787  -0.197
C: 5.885 -1.719 -3.875  -0.215
C: 4.485 -0.923 -1.045  -0.211
H: 3.176 -3.803 -3.690  0.026
H: 2.571 -3.390 -2.079  -0.005
H: 4.182 -4.092 -2.264  0.025
H: 2.902 -0.663 -4.855  0.020
H: 3.206 0.606 -3.657  0.020
H: 1.928 -0.584 -3.379  0.021
H: 5.679 -1.950 -4.921  0.019
H: 6.511 -2.514 -3.467  0.019
H: 6.447 -0.785 -3.842  0.006
H: 3.656 -1.310 -0.458  0.032
F: 0.427 -6.200 -1.227  0.065
C: 0.793 -5.088 -0.563  -0.292
C: 0.060 -3.933 -0.751  -0.006
C: 0.444 -2.786 -0.067  -0.098
C: 1.543 -2.800 0.798  -0.230
C: 2.274 -3.986 0.931  -0.098
C: 1.898 -5.143 0.259  -0.015
H: -0.792 -3.939 -1.419  0.123
H: -0.139 -1.881 -0.211  0.050
H: 3.145 -4.027 1.581  0.106
H: 2.448 -6.070 0.358  0.122
F: 3.689 -2.953 6.037  0.176
C: 2.627 -2.164 5.873  -0.560
F: 1.600 -2.683 6.532  0.180
F: 2.906 -0.958 6.384  0.171
C: 2.300 -2.000 4.373  -0.515
O: 1.126 -2.096 3.961  0.012
O: 3.256 -1.711 3.609  -0.016
C: -8.045 0.950 -2.221  -0.051
C: -6.581 0.920 -1.871  -0.267
C: -6.111 0.183 -0.792  -0.017
C: -4.762 0.145 -0.458  -0.296
C: -4.341 -0.690 0.724  -0.073
C: -3.844 0.884 -1.220  -0.420
Te: -1.775 0.828 -0.707  1.498
N: 2.367 -0.088 1.038  -0.029
C: 2.236 0.862 0.026  -0.466
O: 1.143 1.287 -0.276  -0.016
C: 3.496 1.381 -0.588  -0.117
C: 4.549 0.572 -1.015  -0.249
C: 5.674 1.214 -1.545  -0.051
C: 5.753 2.591 -1.647  -0.072
C: 4.684 3.381 -1.244  -0.077
C: 3.557 2.768 -0.728  -0.017
C: -2.005 1.653 1.238  -0.400
C: -2.561 2.931 1.400  -0.282
C: -3.034 3.769 0.244  -0.065
C: -2.693 3.452 2.687  -0.010
C: -2.284 2.756 3.812  -0.262
C: -2.435 3.336 5.193  -0.048
C: -1.726 1.498 3.629  -0.012
C: -1.584 0.937 2.366  -0.301
C: -0.964 -0.434 2.286  -0.076
C: -4.297 1.626 -2.325  -0.319
C: -3.411 2.441 -3.240  -0.085
C: -5.657 1.626 -2.624  -0.027
H: -8.624 0.312 -1.554  0.072
H: -8.211 0.608 -3.244  0.081
H: -8.443 1.963 -2.148  0.081
H: -6.815 -0.386 -0.193  0.113
H: -5.182 -1.270 1.103  0.078
H: -3.970 -0.063 1.538  0.071
H: -3.539 -1.380 0.453  0.058
H: 5.400 -1.354 -0.634  0.088
H: 6.503 0.606 -1.887  0.106
H: 6.646 3.049 -2.055  0.105
H: 4.729 4.458 -1.332  0.103
H: 2.704 3.355 -0.413  0.119
H: -2.277 3.824 -0.536  0.066
H: -3.270 4.781 0.576  0.078
H: -3.932 3.342 -0.206  0.075
H: -3.128 4.439 2.805  0.115
H: -2.868 4.335 5.157  0.073
H: -1.469 3.405 5.698  0.081
H: -3.081 2.711 5.812  0.082
H: -1.397 0.931 4.495  0.123
H: -0.973 -0.933 3.250  0.080
H: 0.088 -0.295 1.976  0.033
H: -1.427 -1.074 1.537  0.041
H: -2.358 2.362 -2.992  0.012
H: -3.689 3.496 -3.194  0.084
H: -3.542 2.118 -4.274  0.082
H: -5.999 2.200 -3.481  0.124

Atomic forces in eV per Å
-0.48 -0.27 0.78
-0.01 -0.05 -0.05
-0.01 0.01 -0.04
-0.02 0.02 0.01
0.04 0.03 0.00
0.04 -0.02 0.04
0.01 0.00 0.03
-0.03 -0.01 0.01
0.00 -0.01 0.00
-0.01 0.00 0.04
0.00 -0.02 -0.01
0.01 0.03 0.00
0.01 -0.01 0.03
0.00 0.02 0.00
-0.04 0.00 -0.01
0.00 0.00 0.03
-0.03 -0.06 -0.01
0.00 0.04 -0.08
-0.02 0.07 0.02
-0.03 -0.05 0.06
0.20 -0.14 -0.11
-0.07 0.03 0.08
0.09 0.02 0.06
0.02 0.00 0.00
0.05 0.00 -0.03
-0.05 0.02 -0.06
-0.01 0.02 0.00
0.01 0.02 0.03
-0.06 -0.05 -0.21
-0.03 -0.01 0.09
0.00 -0.04 0.05
-0.18 -0.12 0.25
0.09 0.28 -0.15
0.41 0.12 -0.53
0.02 0.00 0.01
-0.03 -0.03 0.04
-0.05 0.02 -0.01
0.01 -0.02 0.07
-0.07 0.02 -0.01
-0.02 -0.03 -0.08
-0.15 0.14 -0.13
0.00 0.15 -0.26
0.25 -0.06 0.16
-0.04 0.06 0.04
-0.16 0.09 0.01
0.15 -0.08 -0.06
0.04 0.00 0.04
0.00 -0.03 -0.01
-0.06 -0.02 0.02
0.03 0.05 0.01
0.02 0.11 -0.04
0.01 -0.04 -0.01
-0.03 0.00 0.05
-0.01 0.00 -0.01
0.00 0.01 0.05
0.01 -0.01 -0.02
0.00 -0.02 0.04
0.02 -0.07 0.01
-0.01 -0.01 -0.04
0.03 -0.06 0.00
-0.04 -0.04 0.07
0.03 0.01 0.00
0.01 0.00 0.00
0.01 0.00 0.01
0.01 0.00 0.00
0.01 0.01 -0.01
0.00 0.00 -0.02
-0.01 -0.03 -0.02
-0.01 0.01 -0.01
0.04 -0.02 -0.06
0.00 -0.01 0.01
-0.02 -0.01 0.02
-0.01 -0.01 0.00
0.00 0.01 0.00
0.05 -0.01 -0.06
0.02 -0.03 0.00
-0.02 0.01 -0.02
0.01 -0.02 -0.01
0.01 -0.01 -0.01
-0.01 0.00 -0.01
0.00 0.00 -0.01
0.00 0.00 -0.01
-0.01 -0.02 0.07
0.06 0.11 -0.21
-0.05 0.05 0.01
0.06 0.00 0.04
0.00 0.00 0.01
0.00 -0.01 0.02
0.01 -0.01 0.02



Entry 2:
The following is a DFT calculation (ωB97M-V/def2-TZVPD) of a molecular structure, C37H45Cl2F6N2O3PbSSbSi.

Calculated values
- ΔE to the lowest compared entry with this formula, charge and spin (kcal per mole) = 1.6
- net charge = +1
- highest occupied orbital energy (alpha / beta) (eV) = -10.95 / -11.56
- multiplicity = 2
- expectation value of S² = 0.767
- Kohn-Sham gap (alpha / beta) (Eh) = 0.2719 / 0.2473

Last column: Löwdin charge in e.
Element x y z (Å)
Pb: -1.412 -0.337 -0.517  1.608
S: 0.302 -4.951 -0.382  1.171
C: 1.397 -4.168 -1.477  -0.443
C: 2.445 -4.719 -2.208  -0.068
C: 3.154 -3.885 -3.048  -0.064
C: 2.823 -2.529 -3.167  -0.061
C: 1.788 -1.983 -2.439  -0.023
C: 1.074 -2.811 -1.573  -0.301
N: 0.008 -2.431 -0.774  -0.005
C: -0.501 -3.440 -0.127  -0.542
C: -1.679 -3.305 0.738  -0.275
C: -2.210 -4.391 1.438  -0.030
C: -3.331 -4.224 2.235  -0.043
C: -3.939 -2.982 2.348  -0.030
C: -3.431 -1.882 1.660  -0.102
C: -2.319 -2.083 0.882  -0.186
H: 2.690 -5.769 -2.129  0.117
H: 3.970 -4.288 -3.631  0.113
H: 3.384 -1.906 -3.849  0.111
H: 1.527 -0.937 -2.535  0.100
H: -1.748 -5.368 1.356  0.101
H: -3.737 -5.073 2.766  0.117
H: -4.825 -2.861 2.957  0.122
H: -3.927 -0.923 1.719  0.100
C: 0.707 4.867 -4.436  -0.032
O: 1.883 4.134 -4.088  -0.035
C: 1.817 3.267 -3.084  -0.260
C: 3.045 2.577 -2.818  0.022
C: 3.097 1.675 -1.819  -0.006
C: 1.963 1.397 -0.972  -0.100
C: 2.117 0.550 0.118  -0.292
C: 3.310 -0.325 0.322  0.023
O: 1.175 0.436 1.022  -0.109
C: 0.706 2.073 -1.281  -0.360
O: -0.381 1.834 -0.660  -0.213
C: 0.688 3.011 -2.343  0.046
H: 0.982 5.475 -5.292  0.101
H: 0.396 5.505 -3.608  0.105
H: -0.103 4.188 -4.705  0.099
H: 3.906 2.817 -3.422  0.128
H: 4.039 1.191 -1.613  0.115
H: 3.872 -0.498 -0.588  0.082
H: 2.956 -1.283 0.697  0.085
H: 3.971 0.104 1.078  0.098
H: -0.255 3.502 -2.528  0.083
F: -3.539 0.542 -1.127  -0.498
Sb: -5.413 -0.039 -1.371  1.377
F: -4.970 -0.297 -3.188  -0.341
F: -4.705 -1.779 -1.033  -0.354
F: -7.150 -0.690 -1.568  -0.331
F: -5.591 0.192 0.496  -0.358
F: -5.873 1.742 -1.692  -0.344
C: -0.921 1.036 2.762  -0.124
Si: 0.913 0.707 2.716  0.652
C: 1.844 2.307 3.133  -0.582
C: 3.324 2.267 2.731  -0.073
C: 1.163 3.449 2.360  -0.075
C: 1.750 2.626 4.631  -0.079
C: 1.302 -0.878 3.679  -0.580
C: 2.740 -1.401 3.549  -0.074
C: 1.015 -0.622 5.170  -0.080
C: 0.352 -1.983 3.186  -0.083
H: -1.195 1.546 3.688  0.058
H: -1.521 0.129 2.710  0.017
H: -1.210 1.703 1.949  0.005
H: 3.456 2.158 1.652  0.067
H: 3.870 1.469 3.234  0.072
H: 3.801 3.210 3.010  0.096
H: 1.111 3.254 1.289  0.069
H: 1.731 4.372 2.506  0.095
H: 0.148 3.628 2.718  0.085
H: 2.393 1.982 5.228  0.074
H: 0.732 2.543 5.016  0.081
H: 2.075 3.657 4.796  0.093
H: 3.494 -0.617 3.629  0.068
H: 2.894 -1.932 2.611  0.063
H: 2.935 -2.116 4.352  0.093
H: 1.823 -0.073 5.649  0.073
H: 0.923 -1.583 5.684  0.093
H: 0.086 -0.074 5.339  0.081
H: 0.426 -2.129 2.104  0.061
H: -0.690 -1.779 3.429  0.077
H: 0.619 -2.929 3.664  0.100
C: -2.163 -1.400 -5.496  -0.024
C: -2.653 -2.237 -4.510  -0.021
C: -2.370 -1.944 -3.189  -0.128
N: -1.639 -0.883 -2.843  -0.065
C: -1.171 -0.067 -3.793  -0.112
C: -1.407 -0.295 -5.133  -0.025
H: -2.377 -1.598 -6.538  0.121
H: -3.269 -3.092 -4.747  0.123
H: -2.756 -2.556 -2.385  0.111
H: -0.608 0.797 -3.459  0.104
H: -1.013 0.385 -5.874  0.115
Cl: -3.707 2.996 0.832  0.573
C: -2.720 4.106 -0.128  -0.986
Cl: -3.047 3.954 -1.862  0.547
H: -1.675 3.865 0.036  -0.003
H: -2.959 5.120 0.173  0.029

Atomic forces in eV per Å
-0.28 0.13 0.20
0.00 0.04 -0.01
0.00 0.02 0.01
-0.01 0.02 0.00
0.00 0.00 0.00
0.00 0.00 0.01
0.03 -0.02 0.02
0.04 -0.08 -0.01
-0.04 -0.05 -0.04
0.03 0.04 0.02
-0.06 -0.04 0.04
0.06 0.05 -0.01
-0.01 0.00 0.02
0.02 0.04 0.00
0.02 0.01 0.03
0.01 -0.07 -0.14
0.02 -0.03 0.01
0.01 -0.01 -0.01
0.01 0.02 -0.02
-0.02 0.05 0.00
0.00 -0.02 0.01
0.00 -0.01 0.01
-0.01 0.00 0.01
-0.04 0.03 -0.03
-0.03 0.04 0.00
0.03 -0.10 0.04
0.01 0.04 0.00
-0.02 -0.04 0.03
0.01 0.03 -0.01
-0.01 -0.10 0.00
-0.02 0.07 -0.05
0.03 -0.02 -0.02
-0.03 -0.11 0.00
0.06 0.07 0.01
-0.04 -0.04 0.01
0.00 0.03 0.01
-0.01 -0.01 0.03
-0.01 -0.01 0.00
0.00 0.01 -0.01
0.03 0.00 -0.03
0.02 -0.01 -0.01
0.03 0.00 -0.01
0.00 0.00 -0.04
-0.01 -0.05 0.01
-0.05 0.02 -0.03
0.05 0.00 -0.02
-0.01 -0.12 -0.03
0.02 0.03 0.04
0.02 0.06 -0.05
0.03 0.00 0.00
0.04 -0.01 -0.05
0.03 -0.03 0.02
0.10 0.05 0.02
-0.05 0.10 0.12
0.06 -0.08 -0.11
-0.02 0.02 0.00
-0.03 -0.03 0.06
0.00 -0.02 -0.02
0.02 -0.03 -0.07
-0.02 0.04 0.06
-0.04 0.00 -0.03
0.07 0.07 -0.04
-0.01 -0.02 0.06
-0.06 -0.06 -0.02
-0.01 0.01 -0.06
-0.01 0.05 0.01
0.02 -0.01 0.00
0.01 0.03 0.01
0.00 -0.02 -0.14
0.01 0.02 0.00
-0.02 0.00 -0.01
0.02 -0.04 0.02
-0.04 0.01 0.02
0.02 0.01 0.01
0.02 0.00 0.03
0.02 0.01 -0.02
-0.01 -0.04 0.00
0.01 0.04 0.02
0.01 -0.01 0.02
-0.05 0.00 0.01
0.04 0.01 0.02
-0.04 0.01 0.01
0.01 -0.04 0.02
0.01 0.01 0.01
-0.01 0.00 0.05
0.01 -0.02 -0.08
0.00 0.05 0.03
-0.04 0.05 -0.01
0.01 -0.01 0.01
0.00 0.00 -0.02
0.00 -0.02 0.00
-0.06 -0.03 0.06
0.02 0.03 0.01
0.00 0.02 -0.01
0.07 0.02 0.05
0.00 0.01 0.00
0.04 0.00 -0.02
-0.02 -0.01 -0.01
0.01 -0.05 -0.02



Entry 3:
The following is a DFT calculation (ωB97M-V/def2-TZVPD) of 2 unconnected molecules or ions with the total composition CH3ClF.

Calculated values
- net charge = -1
- highest occupied orbital energy (eV) = -3.51
- Kohn-Sham gap (Eh) = 0.2620

Last column: Löwdin charge in e.
Element x y z (Å)
F: -0.750 -2.273 -0.400  -0.131
C: 0.332 -1.645 0.185  -0.112
H: 1.128 -1.480 -0.560  0.080
H: 0.739 -2.264 1.003  0.080
H: 0.030 -0.669 0.600  0.080
Cl: 4.409 0.720 2.389  -0.996

Atomic forces in eV per Å
-0.24 -0.14 -0.13
0.98 0.57 0.53
-0.41 -0.13 0.21
-0.27 0.16 -0.37
-0.01 -0.43 -0.22
-0.06 -0.03 -0.03



Entry 4:
The following is a DFT calculation (ωB97M-V/def2-TZVPD) of a molecular structure, C2H2BrF3.

Calculated values
- ΔE to the lowest compared entry with this formula, charge and spin (kcal per mole) = 39.2
- highest occupied orbital energy (eV) = -9.99
- Kohn-Sham gap (Eh) = 0.3963

Last column: Löwdin charge in e.
Element x y z (Å)
C: 0.482 -1.033 0.427  -0.335
C: -1.014 -0.409 -0.734  -0.684
F: 0.157 -2.203 0.949  0.077
F: 1.553 -1.134 -0.345  0.077
F: -1.176 -1.396 -1.620  -0.055
Br: -2.572 -0.154 0.318  0.712
H: 0.583 -0.249 1.185  0.133
H: -0.659 0.493 -1.226  0.075

Atomic forces in eV per Å
-3.44 2.30 -1.79
3.46 -1.48 2.31
-0.02 -0.30 -0.04
0.29 -0.19 -0.21
-0.23 -0.27 -0.42
-0.01 0.12 0.07
0.18 -0.29 -0.01
-0.21 0.10 0.10



Entry 5:
The following is a DFT calculation (ωB97M-V/def2-TZVPD) of a molecular structure, C5H11N3.

Calculated values
- ΔE to the lowest compared entry with this formula, charge and spin (kcal per mole) = 140.2
- highest occupied orbital energy (eV) = -8.70
- Kohn-Sham gap (Eh) = 0.3562

Last column: Löwdin charge in e.
Element x y z (Å)
C: -0.814 -1.556 1.341  -0.048
C: -0.093 -0.836 0.222  -0.444
C: -0.685 -0.444 -1.097  -0.338
C: -0.138 1.084 -0.773  -0.089
C: 1.460 1.980 1.358  -0.067
H: -0.178 -1.037 2.355  0.147
H: -0.557 -2.676 1.379  0.090
H: -1.765 -1.145 1.460  0.036
H: 0.883 -1.330 -0.024  0.148
H: -1.835 -0.378 -1.399  0.169
H: 0.862 -0.990 -2.303  0.051
H: -0.754 -1.655 -3.047  0.174
H: -0.947 1.909 -0.606  0.112
H: 0.677 1.503 -1.402  0.107
H: 0.517 2.904 1.049  0.164
H: 2.370 2.304 1.935  0.054
N: -0.146 -0.843 -2.391  -0.044
N: -0.035 0.516 0.627  -0.210
N: 1.178 0.689 1.316  -0.014

Atomic forces in eV per Å
4.87 -0.52 2.60
-0.73 -2.37 0.16
-2.70 2.90 -4.13
-3.61 0.00 1.27
-2.14 -0.11 0.90
-1.83 -1.86 -2.70
-1.24 1.62 -0.01
-1.91 -0.19 0.12
-0.34 0.55 0.43
2.07 -0.39 1.81
-0.50 -0.58 -0.61
2.80 2.97 3.11
1.28 -1.35 -1.25
0.09 -0.72 0.90
3.28 -2.97 0.72
-1.05 -0.27 -0.89
-1.50 -2.77 -1.85
2.94 1.00 -0.37
0.24 5.06 -0.19



Entry 6:
The following is a DFT calculation (ωB97M-V/def2-TZVPD) of 2 unconnected molecules or ions with the total composition Cl2H2O2P2.

Calculated values
- ΔE to the lowest compared entry with this formula, charge and spin (kcal per mole) = 5.3
- highest occupied orbital energy (alpha / beta) (eV) = -7.19 / -11.05
- multiplicity = 3
- expectation value of S² = 2.009
- Kohn-Sham gap (alpha / beta) (Eh) = 0.2905 / 0.2586

Last column: Löwdin charge in e.
Element x y z (Å)
O: 1.284 1.721 0.379  -0.543
O: -0.127 -1.028 0.894  -0.563
P: -1.030 -0.249 0.015  0.176
P: 2.051 0.621 0.854  0.442
Cl: 2.406 -0.551 -0.875  0.169
Cl: -2.817 -0.981 0.088  0.369
H: -0.694 -0.636 -1.263  -0.029
H: -1.073 1.103 -0.092  -0.021

Atomic forces in eV per Å
-3.39 4.83 -1.36
-0.17 1.07 0.87
2.09 -2.52 -0.91
3.62 -4.85 0.62
0.30 0.07 0.73
-2.09 -0.07 0.24
-0.04 0.38 -0.83
-0.32 1.08 0.63



| no. | F_max (eV/Å) |
| --- | --- |
| 1 | 0.95 |
| 2 | 0.37 |
| 3 | 1.25 |
| 4 | 4.51 |
| 5 | 5.72 |
| 6 | 6.09 |